Arrangement a

14
Properties=species:S:1:pos:R:3 method="wB97M-V/def2-TZVPD" e_homo_ev=-11.262 smiles=CCCC orbital_gap_ha=0.4625 e_lumo_ha=0.049 charge=0 spin_multiplicity=1
C 1.9574 0.0926 0.0412
C 0.5610 -0.4939 -0.0864
C -0.5479 0.5530 -0.0737
C -1.9460 -0.1537 0.0307
H 2.0214 0.7396 0.9043
H 2.1431 0.6912 -0.8269
H 2.7576 -0.6617 0.1003
H 0.4184 -1.0884 -0.9854
H 0.3524 -1.1525 0.7752
H -0.3891 1.1819 0.8245
H -0.5620 1.2354 -0.9766
H -1.9843 -0.6119 1.0710
H -2.7694 0.5544 -0.0249
H -2.0125 -0.8859 -0.7734



Arrangement b

14
Properties=species:S:1:pos:R:3 method="wB97M-V/def2-TZVPD" e_homo_ev=-8.370 orbital_gap_ha=0.3237 e_lumo_ha=0.016 charge=0 spin_multiplicity=1
C -0.5489 -1.7364 0.3220
C -0.8847 -0.3595 0.5990
C -1.3228 0.6659 -0.1327
C 1.8517 1.0440 -0.5024
H -0.6596 -2.4626 1.1116
H 0.2924 -1.9134 -0.3405
H -0.9134 -0.1072 1.6662
H 1.9950 0.3733 0.3454
H -1.5052 0.5569 -1.1960
H -2.1747 -1.5656 -0.1169
H -1.5729 1.5649 0.4082
H 1.4808 1.9790 -0.0787
H 1.1158 0.6809 -1.2058
H 2.8466 1.2796 -0.8796



In terms of stability, arrangement a leads; the second structure lies 0.1586 hartree higher.



Arrangement a

9
Properties=species:S:1:pos:R:3 method="wB97M-V/def2-TZVPD" e_homo_ev=-8.620 orbital_gap_ha=0.2779 e_lumo_ha=-0.039 charge=0 spin_multiplicity=1
C 0.6697 -0.4975 0.0347
C 0.2843 0.7092 -0.6169
N 1.3588 -0.4490 1.1187
S -1.8429 1.2859 0.0967
I -3.1307 -0.6193 -0.1385
H 0.5167 -1.4698 -0.4193
H 0.0149 0.7282 -1.5781
H 0.6365 1.6574 -0.1355
H 1.4926 -1.3452 1.6382



Arrangement b

9
Properties=species:S:1:pos:R:3 method="wB97M-V/def2-TZVPD" e_homo_ev=-8.741 orbital_gap_ha=0.2958 e_lumo_ha=-0.025 charge=0 spin_multiplicity=1
C -1.0093 -0.9875 0.1591
C -1.0213 0.1932 0.7157
N 1.2842 0.7298 -1.0238
S -0.0400 1.5884 0.2653
I 2.6155 -0.2928 0.1618
H -1.7470 -1.8839 0.3147
H -0.1716 -1.2106 -0.5252
H -1.7959 0.4621 1.4172
H 1.8853 1.4014 -1.4847



In terms of stability, arrangement a leads; the second structure lies 0.0333 hartree higher.